Entry from the OMol25 dataset: a molecular structure, C31H27BN11O6Sn (ωB97M-V with the def2-TZVPD basis set).

XYZ file:
```
77
Properties=species:S:1:pos:R:3:lowdin_spin:R:1
Sn -0.09680 -0.16652 -0.11656 0.01
C -0.52324 1.79320 4.31288 0.00
C -0.69841 1.63153 2.92584 0.00
N -0.42664 0.38797 2.56340 0.00
N -0.08734 -0.28139 3.68877 0.00
C -0.12686 0.54874 4.75587 0.00
B 0.44562 -1.73033 3.53951 0.00
N -0.51035 -2.59073 2.67171 0.00
C -1.22250 -3.67928 3.04861 0.00
C -1.97618 -4.08988 1.97022 0.00
C -1.65815 -3.17084 0.94891 0.00
N -0.77636 -2.28667 1.38890 0.00
N 1.84840 -1.61047 2.88882 0.00
C 3.06653 -1.56450 3.48073 0.00
C 3.98832 -1.19633 2.52452 0.00
C 3.22301 -1.01378 1.35498 0.00
N 1.94482 -1.26240 1.58595 0.00
N 0.57770 -2.47442 4.89221 0.00
C 1.32595 -3.58545 5.09326 0.00
C 1.00792 -4.09695 6.32867 0.00
C 0.02026 -3.21619 6.81459 0.00
N -0.24209 -2.25268 5.94476 0.00
H -0.66445 2.68331 4.90610 0.00
H -1.00747 2.34996 2.17630 0.00
H 0.11318 0.20218 5.74563 0.00
H -1.15574 -4.08890 4.04497 0.00
H -2.65782 -4.92379 1.93171 0.00
H -2.01770 -3.09295 -0.07188 0.00
H 3.18968 -1.77109 4.53201 0.00
H 5.05075 -1.06694 2.65702 0.00
H 3.53482 -0.69085 0.36969 0.00
H 2.01919 -3.93467 4.34287 0.00
H 1.41627 -4.97167 6.80801 0.00
H -0.51326 -3.24778 7.75427 0.00
C -4.33403 -0.48662 -2.13344 0.00
C -2.83528 -0.56542 -2.35066 0.04
O -2.21124 -1.47186 -1.79861 0.08
C -2.26767 0.47006 -3.20581 0.17
C -0.92585 0.71878 -3.43510 0.01
C -0.51471 1.75482 -4.45195 -0.01
N 0.04027 0.08714 -2.73716 0.24
N 1.25876 0.15779 -3.21573 0.21
C 2.10393 -0.59818 -2.45252 0.07
O 1.73687 -1.45132 -1.62424 0.11
C 3.56284 -0.40047 -2.73426 0.00
C 4.46208 -1.38001 -2.32058 0.01
C 5.82493 -1.22005 -2.53056 0.00
C 6.30037 -0.07157 -3.15347 0.01
C 5.40584 0.91447 -3.55205 0.00
C 4.04280 0.75430 -3.34388 0.01
H -4.50348 0.16425 -1.26739 0.00
H -4.85319 -0.06273 -2.99537 0.00
H -4.71930 -1.47887 -1.89695 0.00
H -2.97078 1.13735 -3.68924 0.01
H -1.37930 2.14072 -4.99127 0.00
H 0.00124 2.57639 -3.95084 0.00
H 0.19344 1.30726 -5.15058 0.00
H 4.06704 -2.25914 -1.82640 0.00
H 6.51787 -1.98709 -2.20058 0.00
H 7.36354 0.05948 -3.31797 0.00
H 5.77413 1.82312 -4.01684 0.00
H 3.34353 1.53648 -3.60770 0.00
O -4.09009 2.32478 -0.39557 0.00
C -2.92257 1.89941 -0.30977 0.00
O -2.52078 0.75709 0.04192 0.01
C -1.80920 2.88119 -0.69300 0.00
C -2.07719 4.19797 -1.03605 0.00
C -1.01397 5.02494 -1.37319 0.00
C 0.27690 4.51297 -1.36429 0.00
C 0.46004 3.18743 -0.99796 0.00
N -0.56583 2.40573 -0.67138 0.00
C 1.85770 2.56198 -0.91074 0.00
O 2.79260 3.23458 -1.37730 0.00
O 1.89499 1.42584 -0.36079 0.00
H -3.10591 4.53310 -1.02846 0.00
H -1.18876 6.06116 -1.63791 0.00
H 1.14568 5.09992 -1.62806 0.00
```

Gap between HOMO and LUMO (alpha / beta) (eV): 6.14 / 6.58
Energy above the lowest of the compared OMol25 structures with the same formula, charge and spin (kJ/mol): 68.52
2S+1: 2
Strongest force on any atom (eV Å⁻¹): 0.7
Net charge: -2
HOMO level (alpha / beta) (eV): -1.65 / -2.25
⟨S²⟩: 0.78